DFT (ωB97M-V/def2-TZVPD) results for a cluster of 2 separate species, C16H19NO9PS2 in total in a non-equilibrium geometry.

Geometry as XYZ:
```
48
Properties=species:S:1:pos:R:3:lowdin_charge:R:1
O 0.20162 0.30947 4.34175 0.22
C 1.11134 0.87371 3.84689 -0.49
O 2.04556 1.50136 4.58781 0.15
C 1.30075 0.78484 2.36121 -0.04
C 1.69398 -0.42762 1.82393 0.10
C 1.85232 -0.61279 0.45613 -0.21
C 2.24165 -1.96767 -0.05882 -0.18
C 3.55925 -2.04232 -0.84206 -0.27
C 3.51900 -3.16808 -1.88678 -0.54
S 3.12227 -4.79849 -1.17203 0.73
N 1.59922 0.44952 -0.33979 -0.31
S 1.64313 0.30390 -2.08020 0.97
C 1.21620 1.64713 0.15207 -0.04
C 1.05249 1.85856 1.50560 -0.18
C 0.54216 3.21202 1.93538 -0.11
P -1.25650 3.11282 1.63153 0.42
O -1.43715 3.19416 0.17394 -0.26
O -1.70934 1.69627 2.17252 -0.09
O -1.97289 4.21384 2.48783 -0.07
H 2.18214 2.41963 4.32242 0.12
H 1.85980 -1.25823 2.48934 0.15
H 2.35607 -2.60815 0.80674 0.11
H 1.38950 -2.36495 -0.61303 0.12
H 3.79587 -1.11641 -1.35646 0.07
H 4.38383 -2.24394 -0.16371 0.12
H 2.75690 -2.93594 -2.62471 0.07
H 4.48816 -3.28673 -2.35444 0.07
H 1.82513 -4.68358 -0.85519 -0.15
H 2.74899 1.03823 -2.29962 -0.07
H 0.99649 2.44279 -0.53931 0.13
H 0.96470 3.95342 1.26765 0.12
H 0.79796 3.42874 2.96842 0.10
H -1.46539 1.03195 1.50775 0.05
H -2.93328 4.09763 2.40560 0.11
C -3.86999 -1.91343 -2.03043 0.09
C -2.90540 -1.71164 -1.12740 -0.23
C -2.30421 -0.35471 -0.90340 -0.29
O -1.42725 -0.25082 -0.04555 0.04
C -2.76321 0.75576 -1.69358 0.08
C -3.73295 0.56163 -2.60597 -0.22
C -4.35834 -0.79326 -2.82429 -0.30
O -5.23754 -0.88442 -3.65287 0.14
O -4.20307 1.52836 -3.36628 0.15
O -2.41169 -2.68755 -0.36461 0.12
H -4.31325 -2.88431 -2.20061 0.14
H -2.30676 1.72260 -1.52009 0.12
H -4.89349 1.12803 -3.93211 0.13
H -1.74477 -2.27130 0.20882 0.11
```

Summary:
- calculated total energy (a.u.) = -2490.601021
- HOMO-LUMO gap (eV) = 7.32
- net charge = +1
- highest occupied orbital energy (Ha) = -0.434